1.
Computed, not measured: a molecular structure, C47H52Cl3GeN5O3PRhSSi, with the ωB97M-V functional and the def2-TZVPD basis.

```
! wB97M-V def2-TZVPD RIJCOSX def2/J DEFGRID3
* xyz -2 5
Rh 10.343 13.812 11.800
C 16.154 11.655 7.160
C 15.598 12.151 8.469
C 14.364 12.832 8.508
C 13.780 13.149 9.730
C 14.428 12.837 10.912
C 15.689 12.206 10.868
C 16.247 11.865 9.639
S 13.642 13.038 12.488
O 12.984 11.783 12.719
O 14.731 13.380 13.389
N 12.568 14.131 12.295
C 12.966 15.453 12.102
C 14.270 15.926 12.112
C 14.623 17.223 11.712
C 13.628 18.144 11.405
C 12.291 17.732 11.388
C 11.209 18.585 11.011
C 9.908 18.123 11.092
C 9.651 16.824 11.422
N 10.669 15.935 11.707
C 11.927 16.401 11.723
H 16.376 12.491 6.444
H 15.494 10.958 6.632
H 17.102 11.093 7.349
H 13.880 13.048 7.607
H 12.831 13.669 9.691
H 16.219 11.950 11.789
H 17.141 11.275 9.667
H 15.039 15.242 12.391
H 15.703 17.526 11.726
H 13.894 19.148 11.020
H 11.460 19.614 10.645
H 9.064 18.779 10.739
H 8.673 16.447 11.420
Cl 6.780 14.818 12.132
Si 8.178 13.566 11.064
Cl 8.025 14.143 9.002
Cl 6.990 11.821 11.033
O 10.272 14.107 14.157
P 9.892 13.941 15.583
N 9.199 15.382 16.072
C 9.511 16.701 15.457
C 8.269 17.573 15.719
C 7.191 16.552 15.991
C 7.948 15.490 16.818
N 11.170 13.626 16.665
C 12.389 13.159 16.020
C 13.164 14.434 15.726
C 12.791 15.390 16.875
C 11.622 14.681 17.601
N 8.767 12.775 15.912
C 7.678 12.441 14.910
C 7.233 11.026 15.297
C 8.362 10.513 16.167
C 8.794 11.747 16.940
H 9.742 16.548 14.410
H 10.436 17.136 15.873
H 8.071 18.202 14.888
H 8.368 18.198 16.572
H 6.945 16.115 15.034
H 6.282 16.911 16.453
H 7.460 14.554 16.855
H 8.104 15.866 17.834
H 12.187 12.573 15.081
H 12.963 12.508 16.694
H 12.865 14.802 14.787
H 14.222 14.200 15.658
H 12.480 16.395 16.499
H 13.571 15.576 17.557
H 10.817 15.358 17.868
H 12.030 14.078 18.439
H 8.188 12.370 13.933
H 6.894 13.181 14.860
H 7.010 10.397 14.422
H 6.288 11.036 15.848
H 9.203 10.149 15.549
H 7.981 9.698 16.801
H 9.763 11.746 17.415
H 8.062 11.957 17.750
C 10.057 11.868 11.944
Ge 9.908 10.021 11.655
C 8.332 8.960 12.218
C 7.194 8.814 11.443
C 6.165 7.949 11.789
C 6.202 7.301 13.000
C 7.306 7.448 13.844
C 8.373 8.262 13.419
C 11.269 9.126 12.775
C 11.597 9.679 14.016
C 12.492 9.110 14.882
C 13.111 7.905 14.495
C 12.761 7.311 13.319
C 11.875 7.931 12.422
C 10.325 9.462 9.859
C 9.917 8.307 9.233
C 10.372 7.979 7.965
C 11.241 8.850 7.280
C 11.569 10.073 7.848
C 11.103 10.339 9.138
H 7.110 9.242 10.431
H 5.315 7.855 11.097
H 5.386 6.663 13.297
H 7.425 6.847 14.756
H 9.261 8.378 13.996
H 11.168 10.639 14.205
H 12.880 9.664 15.741
H 13.829 7.408 15.127
H 13.203 6.345 13.103
H 11.635 7.520 11.440
H 9.263 7.600 9.723
H 10.056 7.072 7.458
H 11.595 8.551 6.287
H 12.160 10.812 7.331
H 11.447 11.281 9.615
*
```

Calculated values
Frontier orbital gap (spin up / spin down) (eV): 3.476 / 5.949
Relative energy (zero: lowest compared OMol25 entry of this formula, charge and spin) (kJ/mol): 80.4
HOMO (spin up / spin down) (eV): 0.7 / -1.8

Atom charges from the Löwdin analysis, given in e for atoms 1 to 5: 0.69 -0.07 -0.29 -0.03 -0.05


2.
Computed, not measured: a molecular structure, C47H52ClGeN3O2TeW, with the ωB97M-V functional and the def2-TZVPD basis.

```
! wB97M-V def2-TZVPD RIJCOSX def2/J DEFGRID3
* xyz 3 2
W 0.117 0.412 0.625
Cl 3.315 6.989 -0.638
C 2.772 5.422 -0.212
C 3.610 4.558 0.484
C 3.176 3.285 0.834
C 1.906 2.894 0.477
O 1.468 1.647 0.835
C 1.040 3.741 -0.225
C -0.283 3.361 -0.650
N -0.830 2.197 -0.513
C -2.108 1.915 -1.078
C -2.926 2.784 -1.755
C -4.175 2.358 -2.246
C -4.595 1.072 -2.066
C -3.771 0.150 -1.383
C -4.146 -1.189 -1.149
C -3.299 -2.035 -0.477
C -2.078 -1.553 -0.029
N -1.687 -0.278 -0.214
C -2.526 0.583 -0.893
C 1.493 5.020 -0.562
H 4.604 4.885 0.757
H 3.820 2.612 1.385
H -0.832 4.153 -1.155
H -2.649 3.817 -1.916
H -4.802 3.070 -2.765
H -5.558 0.746 -2.438
H -5.109 -1.539 -1.505
H -3.557 -3.066 -0.284
H -1.387 -2.196 0.497
H 0.850 5.707 -1.099
C 5.789 2.070 -6.031
C 4.759 1.466 -5.127
C 3.538 2.104 -4.903
C 2.568 1.565 -4.077
C 1.255 2.281 -3.921
C 2.850 0.322 -3.481
Te 1.509 -0.450 -2.093
N 0.796 -1.153 0.989
C 2.124 -1.691 1.313
O 2.954 -1.632 0.452
C 2.245 -2.183 2.698
C 2.538 -3.527 2.914
C 2.650 -3.994 4.214
C 2.493 -3.120 5.282
C 2.216 -1.777 5.059
C 2.078 -1.305 3.764
C 0.798 -2.268 -2.848
C 1.278 -3.443 -2.274
C 0.766 -4.658 -2.697
C -0.221 -4.679 -3.674
C -0.694 -3.496 -4.224
C -0.201 -2.256 -3.823
C -0.702 -0.998 -4.479
C 4.066 -0.352 -3.669
C 4.391 -1.682 -3.048
C 4.999 0.244 -4.503
H 5.565 3.110 -6.260
H 5.826 1.519 -6.973
H 6.781 2.014 -5.585
H 3.338 3.047 -5.399
H 1.379 3.348 -4.102
H 0.824 2.163 -2.921
H 0.519 1.909 -4.636
H 2.680 -4.200 2.077
H 2.874 -5.036 4.392
H 2.596 -3.487 6.295
H 2.113 -1.098 5.895
H 1.866 -0.256 3.593
H 2.057 -3.420 -1.521
H 1.142 -5.580 -2.275
H -0.623 -5.623 -4.016
H -1.456 -3.532 -4.993
H -1.696 -1.150 -4.897
H -0.044 -0.700 -5.299
H -0.769 -0.155 -3.782
H 3.662 -2.009 -2.302
H 5.356 -1.648 -2.542
H 4.445 -2.455 -3.817
H 5.945 -0.259 -4.666
C -5.857 0.480 1.774
C -4.465 0.543 2.388
C -3.802 1.901 2.193
C -2.511 2.111 2.980
Ge -1.096 0.747 2.988
C -1.526 -1.003 3.737
C -1.795 -0.885 5.242
C -2.035 -2.248 5.884
C -2.314 -2.141 7.377
H -6.301 -0.510 1.882
H -5.837 0.731 0.711
H -6.527 1.192 2.257
H -3.830 -0.241 1.955
H -4.528 0.315 3.457
H -4.502 2.686 2.492
H -3.627 2.063 1.125
H -2.734 2.152 4.054
H -2.059 3.076 2.740
H 0.138 1.316 3.718
H -0.675 -1.665 3.558
H -2.392 -1.435 3.231
H -2.663 -0.242 5.423
H -0.946 -0.399 5.734
H -1.160 -2.882 5.708
H -2.874 -2.739 5.380
H -1.477 -1.678 7.903
H -2.480 -3.123 7.818
H -3.201 -1.537 7.571
*
```

Calculated values
Frontier orbital gap (spin up / spin down) (eV): 5.975 / 5.550
Relative energy (zero: lowest compared OMol25 entry of this formula, charge and spin) (kJ/mol): 92.4
HOMO (spin up / spin down) (eV): -16.1 / -16.1

Atom charges from the Löwdin analysis, given in e for atoms 1 to 5: 1.43 0.78 -0.64 -0.02 0.05